Entry A
DFT (ωB97M-V/def2-TZVPD) results for 12 unconnected molecules or ions with the total composition C42H114N18O18.

- Gap between HOMO and LUMO: 8.587 eV
- SMILES string: COCCNCCOC.COCCNCCOC.COCCNCCOC.COCCNCCOC.COCCNCCOC.COCCNCCOC.NC(N)=O.NC(N)=O.NC(N)=O.NC(N)=O.NC(N)=O.NC(N)=O
- E_HOMO: -8.20 eV
- LUMO level: 0.38 eV

Geometry as ORCA input:
```
! wB97M-V def2-TZVPD RIJCOSX def2/J DEFGRID3
* xyz 0 1
C -2.8846 0.7811 2.4201
O -2.6801 -0.1477 1.3823
C -3.2071 0.2787 0.1369
C -2.6061 -0.4862 -1.0341
N -1.1625 -0.2402 -1.1554
C -0.5683 -1.0950 -2.2054
C 0.9023 -0.8048 -2.4205
O 1.7750 -1.1012 -1.3403
C 3.1124 -1.0098 -1.7480
H -2.8936 0.2512 3.3748
H -3.9013 1.2006 2.3694
H -2.1498 1.5876 2.4112
H -3.0440 1.3531 -0.0306
H -4.2959 0.1024 0.1535
H -3.0972 -0.0819 -1.9244
H -2.8386 -1.5579 -0.9484
H -0.7177 -0.3450 -0.2489
H -1.0827 -0.8841 -3.1443
H -0.7418 -2.1512 -1.9530
H 1.0372 0.2340 -2.7479
H 1.1702 -1.4966 -3.2387
H 3.3719 -1.8139 -2.4350
H 3.7328 -1.1566 -0.8561
H 3.3872 0.0051 -2.0479
C -7.6226 -3.2429 1.8155
O -7.5757 -3.0341 3.1960
C -6.4590 -2.2653 3.5303
C -6.3876 -2.0962 5.0295
N -6.2237 -3.3023 5.8149
C -5.0000 -4.0458 5.5634
C -5.0154 -5.2573 6.4642
O -6.1846 -6.0399 6.3609
C -6.3845 -6.8756 7.4700
H -8.6135 -3.6364 1.5795
H -6.9033 -4.0085 1.4966
H -7.4849 -2.3457 1.2028
H -6.4845 -1.2723 3.0559
H -5.5313 -2.7158 3.1541
H -7.3187 -1.6457 5.3842
H -5.6016 -1.3780 5.2747
H -7.0451 -3.8872 5.7380
H -4.1993 -3.3884 5.9020
H -4.9306 -4.3827 4.5311
H -4.8772 -4.9238 7.5067
H -4.1265 -5.8823 6.2626
H -6.5291 -6.2923 8.3849
H -5.5872 -7.6111 7.6090
H -7.3174 -7.3844 7.2295
C -4.9338 -0.4488 12.2410
O -5.0279 -1.0601 10.9660
C -6.3476 -0.9958 10.4324
C -6.3769 -1.7383 9.1200
N -5.9322 -0.9633 7.9497
C -4.8371 -0.0715 8.1852
C -4.2259 0.5080 6.9168
O -5.2306 1.1651 6.1778
C -4.7925 2.1067 5.2205
H -5.4779 -1.0046 13.0100
H -5.1708 0.6153 12.1903
H -3.8749 -0.5785 12.4827
H -6.5837 0.0637 10.2773
H -7.0440 -1.5117 11.1017
H -7.3734 -2.1359 8.9291
H -5.6768 -2.5857 9.1724
H -5.7731 -1.6122 7.1976
H -3.9360 -0.4535 8.7028
H -5.1864 0.7876 8.7627
H -3.7714 -0.2709 6.2817
H -3.4351 1.2131 7.2027
H -4.7515 3.1149 5.6499
H -5.4828 2.0579 4.3803
H -3.7725 1.9185 4.8558
C 8.4380 2.0790 -10.1520
O 8.9483 3.3998 -10.1620
C 8.2833 4.3272 -9.3211
C 8.3934 3.9875 -7.8208
N 7.4141 3.0853 -7.2601
C 6.0873 3.6818 -7.1064
C 4.9565 2.6910 -7.0020
O 4.8120 2.3641 -5.6038
C 3.7056 1.5519 -5.3651
H 8.8541 1.5664 -11.0104
H 7.3372 2.1239 -10.1503
H 8.7024 1.5512 -9.2248
H 7.2500 4.4641 -9.6707
H 8.8234 5.2660 -9.4617
H 8.4380 4.9000 -7.2280
H 9.3716 3.4983 -7.7577
H 7.2917 2.1945 -7.7155
H 5.8638 4.3028 -7.9970
H 6.0455 4.3887 -6.2738
H 5.2518 1.7572 -7.5135
H 3.9727 3.0340 -7.3277
H 3.4860 1.6592 -4.3025
H 3.8822 0.5094 -5.6316
H 2.7876 1.8936 -5.8623
C 0.4471 -6.0644 0.4953
O 0.8789 -4.9132 1.2134
C 0.1719 -3.7166 0.9275
C 0.5492 -2.6659 1.9679
N 1.6941 -1.8574 1.5533
C 1.8447 -0.6331 2.3404
C 2.7685 0.3834 1.7238
O 2.0690 1.1533 0.7887
C 2.8705 2.0707 0.1186
H 0.9251 -6.1277 -0.4871
H -0.6406 -6.0371 0.3770
H 0.7403 -6.9156 1.1055
H -0.9109 -3.8801 1.0215
H 0.3393 -3.3992 -0.1096
H 0.6065 -3.0603 2.9766
H -0.3077 -1.9692 1.9617
H 1.5811 -1.6188 0.5762
H 2.1629 -0.8899 3.3541
H 0.8324 -0.1966 2.4490
H 3.5870 -0.1599 1.2301
H 3.1947 0.9974 2.5251
H 3.9245 1.7834 0.1021
H 2.7795 3.0968 0.5002
H 2.5207 2.1658 -0.9164
C -0.7536 4.8189 4.8119
O 0.1045 4.6620 3.6997
C -0.5573 4.2609 2.5340
C 0.3014 4.6407 1.3625
N 0.4158 6.0612 1.2136
C 1.3134 6.4980 0.1774
C 1.2537 7.9957 -0.0586
O 2.2490 8.2817 -1.0268
C 2.1228 9.5897 -1.5483
H -1.3994 3.9323 4.9055
H -1.4074 5.6895 4.6826
H -0.1635 4.9107 5.7182
H -1.5570 4.6875 2.4010
H -0.6082 3.1634 2.5279
H 0.0900 4.1387 0.4179
H 1.3230 4.2540 1.5844
H 0.5183 6.5302 2.0994
H 1.0567 6.0287 -0.7791
H 2.3443 6.1631 0.3994
H 1.5566 8.5044 0.8681
H 0.2308 8.2159 -0.3738
H 2.7369 9.6823 -2.4454
H 2.4138 10.3659 -0.8328
H 1.0967 9.7491 -1.9078
N 4.4133 -3.0558 0.7786
C 4.3337 -3.7590 -0.4164
N 3.0849 -4.3421 -0.5578
O 5.2207 -3.9417 -1.2474
H 5.2998 -2.7257 1.1033
H 3.5145 -2.7089 1.1174
H 2.3694 -4.2764 0.1559
H 3.0495 -4.8619 -1.4158
N -2.1179 0.1872 -6.0112
C -2.9958 -0.6943 -5.4312
N -4.2097 -0.1345 -5.0159
O -2.7363 -1.8704 -5.2139
H -2.2962 1.1680 -6.0966
H -1.2742 -0.1506 -6.4626
H -4.4825 0.7889 -5.2894
H -4.9050 -0.7399 -4.6268
N 3.1071 -4.3459 -3.8389
C 2.0396 -5.1526 -4.2144
N 2.3743 -6.4820 -4.4339
O 0.9265 -4.6894 -4.4035
H 2.9598 -3.3667 -3.6990
H 4.0565 -4.6806 -3.8064
H 1.7251 -7.1434 -4.8056
H 3.3203 -6.7606 -4.2568
N 0.7161 2.8640 -1.7595
C -0.2749 3.2363 -2.6499
N -1.4322 2.4993 -2.5274
O -0.1366 4.1582 -3.4558
H 1.5884 3.3552 -1.7736
H 0.6290 2.0764 -1.1397
H -2.1718 2.6279 -3.1840
H -1.4180 1.6236 -2.0198
N 2.6373 -1.0663 -7.3888
C 1.3542 -1.1861 -6.8624
N 1.1231 -2.3831 -6.2307
O 0.5485 -0.2642 -6.9493
H 3.2155 -1.8827 -7.4184
H 2.8406 -0.2759 -7.9673
H 1.8899 -3.0024 -6.0655
H 0.2337 -2.5475 -5.7882
N 5.2742 -0.9305 -4.6384
C 6.0177 -1.6978 -3.7301
N 6.5985 -0.9656 -2.7120
O 6.0719 -2.9163 -3.8000
H 4.6291 -1.4314 -5.2128
H 5.4960 0.0322 -4.8045
H 7.1825 -1.4868 -2.0831
H 6.7036 0.0271 -2.7882
*
```

---

Entry B
DFT (ωB97M-V/def2-TZVPD) results for 12 unconnected molecules or ions with the total composition C42H114N18O18.

- Gap between HOMO and LUMO: 8.265 eV
- SMILES string: COCCNCCOC.COCCNCCOC.COCCNCCOC.COCCNCCOC.COCCNCCOC.COCCNCCOC.NC(N)=O.NC(N)=O.NC(N)=O.NC(N)=O.NC(N)=O.NC(N)=O
- E_HOMO: -8.07 eV
- LUMO level: 0.19 eV

Geometry as ORCA input:
```
! wB97M-V def2-TZVPD RIJCOSX def2/J DEFGRID3
* xyz 0 1
C 7.3490 0.1626 4.6422
O 6.7427 -0.0865 3.3998
C 6.3870 -1.4860 3.2940
C 6.0328 -1.7657 1.7610
N 4.9741 -0.9261 1.2511
C 4.8601 -0.7787 -0.1849
C 3.6799 0.1667 -0.5423
O 3.6196 1.3240 0.2142
C 4.7439 2.0804 0.0814
H 6.6927 -0.1270 5.4628
H 7.7279 1.1763 4.7717
H 8.2798 -0.4045 4.6538
H 5.4953 -1.7167 3.8769
H 7.1155 -2.2173 3.6442
H 5.8280 -2.8305 1.6496
H 6.9455 -1.4975 1.2289
H 4.9383 0.0125 1.6224
H 4.6731 -1.7404 -0.6626
H 5.7938 -0.4240 -0.6213
H 2.6976 -0.2376 -0.2979
H 3.6170 0.3517 -1.6146
H 5.4562 1.8318 0.8681
H 4.5475 3.1398 0.2462
H 5.2453 1.9414 -0.8764
C -6.3858 -2.2492 0.9617
O -5.6385 -2.5398 2.1294
C -4.8664 -3.7440 2.0333
C -3.4511 -3.4155 2.4822
N -3.5013 -3.1605 3.8941
C -2.2306 -2.9930 4.5680
C -1.5640 -1.5998 4.4808
O -2.2321 -0.4548 5.0752
C -1.4047 0.6786 5.2359
H -5.7395 -2.1372 0.0911
H -7.0800 -1.4298 1.1481
H -6.9401 -3.1732 0.7968
H -5.0065 -4.1782 1.0435
H -5.3292 -4.3736 2.7933
H -3.1947 -2.5377 1.8891
H -2.7758 -4.2386 2.2484
H -4.0129 -2.2985 4.0180
H -1.5289 -3.7563 4.2317
H -2.4078 -3.2179 5.6198
H -1.4567 -1.4547 3.4059
H -0.5573 -1.7731 4.8610
H -2.0166 1.4047 5.7711
H -1.1669 1.1798 4.2976
H -0.4536 0.6244 5.7654
C -4.1030 0.0487 -5.4848
O -4.0012 1.0654 -4.4732
C -3.4833 0.6258 -3.2084
C -3.5715 1.8553 -2.2530
N -3.7192 1.5145 -0.7995
C -4.8959 0.6100 -0.4033
C -6.2675 1.0761 -0.7699
O -6.6032 2.2734 -0.0253
C -7.7916 2.8041 -0.4449
H -3.3008 -0.6892 -5.4941
H -4.0584 0.5693 -6.4414
H -5.0585 -0.4564 -5.6264
H -2.4253 0.3652 -3.2381
H -4.1528 -0.1726 -2.8884
H -4.1998 2.6835 -2.5808
H -2.6384 2.4188 -2.2537
H -3.8292 2.3999 -0.3261
H -4.8356 0.2390 0.6198
H -4.6381 -0.3429 -0.8656
H -6.8583 0.2027 -0.4940
H -6.4253 1.1842 -1.8430
H -8.0004 3.7214 0.1057
H -8.6140 2.1293 -0.2076
H -7.8257 3.0086 -1.5150
C 1.7562 -0.4835 -4.3005
O 2.2320 -1.8014 -3.8987
C 1.6871 -2.2465 -2.6568
C 2.1358 -3.6816 -2.4948
N 3.5442 -3.7626 -2.0658
C 3.9905 -5.0579 -1.5418
C 5.4771 -4.9165 -1.2505
O 6.2319 -4.5608 -2.3576
C 6.1739 -5.3607 -3.4949
H 2.2027 0.3727 -3.7948
H 0.6936 -0.3528 -4.0961
H 1.9511 -0.3148 -5.3596
H 0.5998 -2.2978 -2.6003
H 1.9456 -1.5823 -1.8321
H 1.8707 -4.1436 -3.4458
H 1.5437 -4.1017 -1.6818
H 4.2606 -3.4974 -2.7266
H 3.8091 -5.8872 -2.2255
H 3.3962 -5.3061 -0.6624
H 5.7849 -5.8276 -0.7373
H 5.4742 -4.1403 -0.4853
H 6.9901 -5.0863 -4.1632
H 5.2505 -5.2261 -4.0582
H 6.2480 -6.3850 -3.1296
C 3.3911 0.5543 8.2429
O 3.0725 -0.2044 7.0211
C 4.1190 -0.0197 6.0566
C 3.3938 0.1114 4.6853
N 3.0303 1.5089 4.5061
C 2.2787 1.5754 3.2822
C 1.6684 3.0496 3.3269
O 0.7929 2.9880 4.4229
C -0.1064 4.0951 4.5538
H 4.4579 0.6239 8.4555
H 2.8292 0.0931 9.0551
H 3.0738 1.5967 8.2717
H 4.7007 -0.9389 6.1259
H 4.7945 0.8207 6.2165
H 2.4430 -0.4011 4.8313
H 3.8470 -0.2825 3.7756
H 2.5058 1.7986 5.3191
H 1.3870 0.9534 3.2046
H 2.9936 1.4321 2.4720
H 1.1752 3.2990 2.3874
H 2.4732 3.7666 3.4891
H -0.7622 4.0350 3.6852
H 0.5124 4.9782 4.7130
H -0.7578 4.0392 5.4260
C 1.1046 6.9088 -8.4569
O 1.0032 6.6868 -7.0136
C -0.1928 5.8691 -6.7742
C -0.0708 4.3393 -6.9371
N 1.2208 3.9762 -6.4833
C 1.3897 4.0036 -5.0427
C 0.6317 2.9688 -4.1346
O 1.0473 3.0841 -2.7795
C 0.3381 2.3207 -1.7583
H 0.6278 6.1313 -9.0537
H 2.1433 7.0636 -8.7491
H 0.6140 7.8642 -8.6427
H -1.0390 6.1071 -7.4187
H -0.4662 5.9429 -5.7217
H -0.1597 4.0030 -7.9701
H -0.8463 3.8658 -6.3349
H 1.8897 4.6084 -6.8995
H 1.1335 5.0286 -4.7747
H 2.4592 3.8385 -4.9123
H 0.6615 1.9257 -4.4493
H -0.3822 3.3616 -4.0584
H 0.7987 2.2236 -0.7751
H 0.2245 1.3375 -2.2150
H -0.7039 2.6103 -1.6226
N -1.2926 5.1922 1.4020
C -1.1445 5.3449 0.1301
N -1.8278 4.4156 -0.4548
O -0.6057 6.2287 -0.4335
H -1.8903 4.4444 1.7241
H -0.9555 5.9848 1.9295
H -2.4960 3.9159 0.1143
H -2.0460 4.5868 -1.4260
N -2.1637 -5.8375 -0.6706
C -1.2340 -4.9575 -0.7939
N -0.2528 -5.3780 -0.1144
O -1.3159 -3.9663 -1.4685
H -2.1294 -6.6115 -0.0226
H -2.9973 -5.7651 -1.2363
H -0.3628 -6.1700 0.5026
H 0.5199 -4.7395 0.0089
N -5.3893 -3.3685 -4.3970
C -4.7486 -3.1952 -3.2993
N -3.4970 -3.3583 -3.4639
O -5.2366 -2.6500 -2.3504
H -6.2000 -2.7665 -4.4185
H -4.8899 -3.5474 -5.2565
H -2.8668 -3.1065 -2.7159
H -3.2003 -3.5681 -4.4063
N -1.4919 0.7600 0.8875
C -0.9014 -0.4151 0.7127
N -1.6177 -1.0933 -0.1330
O 0.1976 -0.7514 1.1924
H -0.9207 1.5440 1.1687
H -2.2559 1.0368 0.2878
H -2.5444 -0.7347 -0.3142
H -1.3194 -2.0120 -0.4283
N -3.7612 1.7157 2.6758
C -3.9054 2.9854 2.4037
N -4.4015 3.6455 3.4298
O -3.6802 3.4086 1.3252
H -3.3354 1.1137 1.9856
H -3.9571 1.3667 3.6031
H -4.6697 3.1757 4.2826
H -4.7713 4.5351 3.1267
N 2.0124 -3.0560 0.6803
C 2.0910 -3.6328 1.8210
N 1.0956 -3.2165 2.4880
O 2.9241 -4.4741 2.1909
H 2.7320 -3.3636 0.0418
H 1.7556 -2.0924 0.8403
H 0.5384 -2.4844 2.0712
H 1.2142 -3.2282 3.4909
*
```

---

Quick look at relative energies in hartree: entry A 0.0000; entry B 0.2256.